43
Properties=species:S:1:pos:R:3 method="wB97M-V/def2-TZVPD" lumo_ev=-2.25 gap_ev=3.01
C 2.636 -5.077 0.648
C 2.784 -3.689 1.201
O 1.822 -2.815 0.540
C 2.158 -1.521 0.610
C 1.024 -0.514 0.371
C 1.365 0.864 0.714
N -0.155 -1.088 0.329
C -1.364 -0.628 0.441
C -2.520 -1.495 0.453
C -3.816 -0.973 0.679
C -4.914 -1.815 0.706
C -4.748 -3.195 0.501
C -3.465 -3.725 0.286
C -2.357 -2.882 0.265
O 3.250 -1.095 0.960
H 3.236 -5.779 1.232
H 1.602 -5.423 0.660
H 3.010 -5.114 -0.379
H 2.571 -3.667 2.277
H 3.796 -3.316 1.039
H 2.444 0.936 0.627
H 0.891 1.557 0.038
H 1.061 1.131 1.731
H -1.518 0.461 0.545
H -3.910 0.098 0.838
H -5.904 -1.406 0.895
H -5.619 -3.852 0.522
H -3.336 -4.798 0.144
H -1.353 -3.271 0.113
C 0.355 2.823 -1.427
C 1.624 3.174 -1.914
C 2.247 4.416 -1.947
C 1.875 5.661 -1.435
C 0.650 5.991 -0.881
C -0.439 5.134 -0.738
C -0.568 3.761 -0.939
H -0.024 1.812 -1.637
H 2.174 2.375 -2.421
H 3.222 4.431 -2.443
H 2.610 6.469 -1.497
H 0.522 7.028 -0.553
H -1.347 5.638 -0.390
H -1.576 3.377 -0.761